# C7H12O

A 2-piece molecular cluster, C7H12O overall at a distorted geometry (ωB97M-V/def2-TZVPD, the OMol25 dataset).

Element x y z (Å)
C1 0.10962 -1.36257 -2.04556
C2 0.28460 -0.38335 -1.18879
C3 -0.65465 -0.18773 -0.02913
C4 -1.40110 -1.12246 0.51744
C5 -0.68103 1.24672 0.41503
C6 -1.56687 2.17869 0.05625
C7 0.54140 1.54931 1.36214
H1 0.82756 -1.64682 -2.80965
H2 -0.81308 -2.10437 -1.88872
H3 1.03407 0.38881 -1.37843
H4 -1.47029 -2.19113 0.22264
H5 -2.08698 -1.08636 1.34556
H6 -2.47509 1.94459 -0.45154
H7 -1.46859 3.21612 0.36247
H8 1.38268 0.90328 1.07272
H9 0.23600 1.35587 2.34963
H10 1.10436 2.50956 1.21865
O1 2.39196 -1.94123 -0.00375
H11 3.08139 -1.33621 0.30310
H12 1.62403 -1.93073 0.56993

Calculated values
- LUMO energy: 0.8 eV
- SMILES string: C=CC(=C)C(=C)C.O
- Frontier orbital gap: 9.8 eV
- Total charge: 0
- Energy above the lowest of the compared OMol25 structures with the same formula, charge and spin: 243.98 kJ/mol